A structure of composition C34H28N2O4PRuS3, computed with the ωB97M-V functional and the def2-TZVPD basis.

```
73
Properties=species:S:1:pos:R:3:lowdin_spin:R:1
Ru -0.44 0.47 -0.01 0.604
C 0.19 3.58 0.15 0.002
C -0.50 2.49 0.92 -0.009
N -1.65 2.06 0.39 0.107
N -2.77 1.85 1.12 0.053
C -3.36 0.74 0.81 0.009
S -2.55 -0.42 -0.17 0.145
S -5.03 0.47 1.33 -0.004
C -4.75 -0.57 2.81 -0.001
C -3.94 -1.80 2.57 0.001
C -2.66 -1.90 3.10 0.003
C -1.87 -3.02 2.84 0.001
C -2.36 -4.04 2.05 0.000
C -3.64 -3.95 1.52 0.000
C -4.42 -2.84 1.77 0.001
C -0.23 2.28 2.36 0.006
C 0.07 3.30 3.25 -0.003
C 0.34 3.01 4.58 0.008
C 0.31 1.68 5.00 -0.001
C 0.02 0.65 4.13 0.006
C -0.26 0.94 2.79 -0.001
O -0.49 -0.04 1.92 0.042
H 0.13 3.39 -0.92 0.001
H 1.23 3.71 0.45 0.000
H -0.34 4.51 0.36 -0.001
H -5.76 -0.81 3.14 0.000
H -4.29 0.06 3.57 0.000
H -2.27 -1.09 3.70 0.000
H -0.87 -3.07 3.26 0.000
H -1.75 -4.91 1.84 0.000
H -4.03 -4.75 0.89 0.000
H -5.41 -2.76 1.34 0.000
H 0.10 4.32 2.90 0.000
H 0.56 3.80 5.28 0.000
H 0.53 1.44 6.04 0.000
H 0.03 -0.38 4.45 0.000
O 0.05 -1.25 -3.55 0.000
S 0.45 -0.63 -2.34 0.001
O 0.12 -1.35 -1.07 -0.002
O -0.04 0.76 -2.11 0.021
C 2.22 -0.54 -2.33 0.000
C 2.90 -0.97 -3.46 0.000
C 4.29 -0.98 -3.46 0.000
C 4.98 -0.56 -2.34 0.000
C 4.29 -0.13 -1.21 0.000
C 2.90 -0.10 -1.19 0.001
P 2.03 0.45 0.33 0.008
C 2.52 -0.84 1.51 -0.001
C 1.71 -1.97 1.66 0.000
C 2.11 -3.01 2.48 0.000
C 3.30 -2.93 3.18 0.000
C 4.12 -1.82 3.04 0.000
C 3.73 -0.78 2.21 0.000
C 2.97 1.92 0.83 0.002
C 3.56 2.76 -0.13 0.001
C 4.16 3.95 0.26 0.000
C 4.17 4.32 1.59 0.000
C 3.58 3.50 2.55 0.000
C 2.98 2.31 2.17 0.000
H 2.33 -1.32 -4.31 0.000
H 4.82 -1.32 -4.34 0.000
H 6.06 -0.58 -2.33 0.000
H 4.85 0.19 -0.34 0.000
H 0.77 -2.04 1.13 0.000
H 1.47 -3.88 2.58 0.000
H 3.61 -3.75 3.83 0.000
H 5.05 -1.75 3.58 0.000
H 4.37 0.09 2.12 0.000
H 3.55 2.48 -1.17 0.000
H 4.61 4.58 -0.49 0.000
H 4.63 5.25 1.89 0.000
H 3.57 3.79 3.59 0.000
H 2.50 1.69 2.92 0.000
```

Results
- HOMO (alpha / beta) (eV) = -7.886 / -7.733
- HOMO-LUMO gap (alpha / beta) (eV) = 7.71 / 6.29
- spin multiplicity = 2
- relative energy (zero: lowest compared OMol25 entry of this formula, charge and spin) (kcal/mol) = 0.00

A cluster of 7 separate species, C28H42O14 in total, computed with the ωB97M-V functional and the def2-TZVPD basis.

```
84
Properties=species:S:1:pos:R:3:mulliken_charge:R:1
O -23.86 -16.24 -12.01 -0.596
C -24.78 -17.00 -12.04 0.596
C -26.13 -16.89 -11.35 -0.481
C -26.80 -18.25 -11.59 -0.255
C -25.98 -18.85 -12.74 -0.010
O -24.73 -18.15 -12.74 -0.398
H -25.98 -16.60 -10.32 0.242
H -26.70 -16.06 -11.77 0.320
H -26.66 -18.77 -10.65 0.004
H -27.84 -18.14 -11.86 0.452
H -25.80 -19.91 -12.57 -0.190
H -26.43 -18.72 -13.72 0.381
O -24.97 -20.31 -7.46 -0.650
C -24.45 -20.75 -8.44 0.083
C -23.63 -22.01 -8.62 0.232
C -23.01 -21.86 -10.01 0.753
C -23.84 -20.75 -10.67 0.277
O -24.57 -20.10 -9.62 -0.231
H -22.95 -22.19 -7.80 0.517
H -24.36 -22.82 -8.62 -0.380
H -21.96 -21.57 -10.02 -0.826
H -23.02 -22.80 -10.56 0.148
H -23.23 -20.04 -11.23 0.509
H -24.58 -21.15 -11.36 -0.453
O -19.53 -21.52 -8.28 -0.608
C -19.27 -20.82 -9.23 0.639
C -18.70 -19.42 -9.17 -0.507
C -19.01 -18.88 -10.57 0.011
C -19.00 -20.17 -11.39 -0.552
O -19.57 -21.17 -10.50 -0.390
H -19.20 -18.85 -8.39 0.221
H -17.64 -19.40 -8.94 0.320
H -20.01 -18.45 -10.60 -0.225
H -18.29 -18.18 -11.00 0.421
H -19.59 -20.14 -12.30 0.365
H -18.00 -20.50 -11.67 0.299
O -23.62 -24.93 -12.06 -0.544
C -24.57 -24.97 -12.79 0.461
C -25.88 -24.22 -12.68 -0.040
C -26.80 -25.03 -13.56 -0.854
C -25.84 -25.65 -14.60 -0.416
O -24.57 -25.67 -13.93 -0.402
H -26.22 -24.01 -11.67 0.421
H -25.69 -23.25 -13.16 0.099
H -27.24 -25.88 -13.02 0.301
H -27.68 -24.50 -13.93 0.361
H -26.13 -26.68 -14.79 0.334
H -25.76 -25.03 -15.49 0.281
O -26.03 -28.34 -7.68 -0.579
C -25.30 -27.67 -8.34 0.455
C -24.31 -28.05 -9.41 -0.516
C -23.28 -26.91 -9.31 -0.611
C -24.22 -25.75 -9.01 0.879
O -25.25 -26.31 -8.18 -0.357
H -23.96 -29.06 -9.20 0.361
H -24.74 -28.01 -10.41 0.198
H -22.54 -27.10 -8.53 0.352
H -22.83 -26.81 -10.30 0.296
H -23.72 -24.91 -8.52 -0.052
H -24.64 -25.35 -9.93 -0.427
O -28.16 -24.17 -4.62 -0.587
C -26.98 -24.24 -4.81 0.473
C -26.06 -23.14 -5.32 -0.493
C -24.89 -23.97 -5.83 0.337
C -24.94 -25.29 -5.08 -0.330
O -26.28 -25.36 -4.56 -0.361
H -26.61 -22.60 -6.09 0.152
H -25.88 -22.47 -4.49 0.348
H -25.12 -24.15 -6.89 -0.433
H -23.94 -23.44 -5.77 0.523
H -24.78 -26.14 -5.74 0.081
H -24.25 -25.28 -4.24 0.271
O -21.32 -15.58 -5.92 -0.581
C -21.81 -16.03 -6.91 0.450
C -22.93 -17.05 -7.02 -0.607
C -22.76 -17.61 -8.44 0.581
C -22.11 -16.42 -9.15 -0.433
O -21.38 -15.69 -8.15 -0.403
H -22.77 -17.82 -6.27 0.295
H -23.90 -16.57 -6.91 0.313
H -22.14 -18.51 -8.40 -0.155
H -23.72 -17.81 -8.91 -0.109
H -21.51 -16.70 -10.02 0.322
H -22.90 -15.73 -9.46 0.309
```

Results
- HOMO (eV) = -9.761
- HOMO-LUMO gap (eV) = 9.68
- relative energy (zero: lowest compared OMol25 entry of this formula, charge and spin) (kcal/mol) = 10.99
- SMILES string = O=C1CCCO1.O=C1CCCO1.O=C1CCCO1.O=C1CCCO1.O=C1CCCO1.O=C1CCCO1.O=C1CCCO1

A structure of composition C27H30BMnN8, computed with the ωB97M-V functional and the def2-TZVPD basis.

```
67
Properties=species:S:1:pos:R:3:nbo_charge:R:1
Mn 0.08 -0.39 0.00 1.412
C 2.45 -3.68 0.00 -0.667
C 2.77 -2.23 0.00 0.246
C 4.06 -1.71 0.00 -0.296
C 3.94 -0.32 0.00 0.302
C 5.02 0.70 0.00 -0.666
N 2.63 -0.04 0.00 -0.341
N 1.90 -1.20 0.00 -0.340
B 1.90 1.31 0.00 0.455
N 1.01 1.34 1.31 -0.362
N 0.35 0.20 1.74 -0.339
C -0.06 0.38 3.00 0.270
C -0.84 -0.64 3.74 -0.663
C 0.39 1.63 3.42 -0.291
C 1.04 2.22 2.33 0.309
C 1.70 3.54 2.28 -0.671
N 1.01 1.34 -1.31 -0.362
N 0.35 0.20 -1.74 -0.339
C -0.06 0.38 -3.00 0.270
C -0.84 -0.64 -3.74 -0.663
C 0.39 1.63 -3.42 -0.291
C 1.04 2.22 -2.33 0.309
C 1.70 3.54 -2.28 -0.671
H 3.38 -4.24 0.00 0.280
H 1.89 -3.98 -0.89 0.236
H 1.89 -3.98 0.89 0.236
H 4.97 -2.28 0.00 0.272
H 5.98 0.20 0.00 0.271
H 4.96 1.34 0.88 0.251
H 4.96 1.34 -0.88 0.251
H 2.65 2.22 0.00 0.054
H -0.81 -1.60 3.23 0.225
H -1.88 -0.33 3.84 0.259
H -0.45 -0.76 4.75 0.281
H 0.24 2.07 4.39 0.277
H 1.34 4.17 3.09 0.274
H 1.53 4.06 1.33 0.240
H 2.78 3.44 2.41 0.270
H -0.81 -1.60 -3.23 0.225
H -0.45 -0.76 -4.75 0.281
H -1.88 -0.33 -3.84 0.259
H 0.24 2.07 -4.39 0.277
H 1.34 4.17 -3.09 0.274
H 2.78 3.44 -2.41 0.270
H 1.53 4.06 -1.33 0.240
C -1.84 -4.26 0.00 -0.228
C -0.86 -3.27 0.00 0.111
N -1.17 -1.97 0.00 -0.437
C -2.49 -1.61 0.00 0.210
C -3.53 -2.55 0.00 -0.076
C -3.17 -3.92 0.00 -0.022
C -4.88 -2.08 0.00 -0.140
C -5.16 -0.76 0.00 -0.144
C -4.11 0.22 0.00 -0.068
C -4.31 1.61 0.00 -0.046
C -3.22 2.45 0.00 -0.224
C -1.93 1.91 0.00 0.109
N -1.72 0.60 0.00 -0.462
C -2.79 -0.23 0.00 0.205
H -1.53 -5.30 0.00 0.280
H 0.18 -3.53 0.00 0.249
H -3.94 -4.68 0.00 0.271
H -5.68 -2.81 0.00 0.265
H -6.19 -0.41 0.00 0.265
H -5.32 2.01 0.00 0.267
H -3.34 3.52 0.00 0.273
H -1.07 2.56 0.00 0.233
```

Results
- HOMO (alpha / beta) (eV) = -17.751 / -17.634
- HOMO-LUMO gap (alpha / beta) (eV) = 4.99 / 6.34
- spin multiplicity = 4
- net charge = +3

A structure of composition C25H28FN3O3Pd, computed with the ωB97M-V functional and the def2-TZVPD basis.

```
61
Properties=species:S:1:pos:R:3:nbo_charge:R:1
Pd -0.48 1.95 1.50 0.733
C -0.18 -4.82 -0.78 -0.624
C 0.29 -3.96 -1.95 -0.025
C 1.51 -4.51 -2.66 -0.403
C 2.71 -4.52 -1.72 -0.429
C 2.90 -3.17 -1.07 -0.037
C 4.12 -2.80 -0.57 -0.238
C 4.29 -1.54 0.01 0.383
F 5.51 -1.22 0.49 -0.321
C 3.27 -0.64 0.09 -0.230
C 2.01 -1.00 -0.42 -0.152
C 0.91 -0.02 -0.32 0.511
O 1.14 1.10 0.17 -0.684
C -0.35 -0.46 -0.85 -0.330
C -0.43 -1.70 -1.40 0.141
N 0.57 -2.59 -1.48 -0.369
C 1.83 -2.26 -0.98 0.225
C -1.63 0.36 -0.91 0.791
O -2.44 0.05 -1.78 -0.684
O -1.80 1.29 -0.06 -0.815
H -0.30 -5.86 -1.10 0.219
H -1.13 -4.46 -0.40 0.224
H 0.54 -4.80 0.04 0.213
H -0.53 -3.86 -2.67 0.218
H 1.73 -3.88 -3.52 0.217
H 1.30 -5.51 -3.03 0.223
H 3.62 -4.79 -2.26 0.229
H 2.58 -5.29 -0.95 0.218
H 4.97 -3.47 -0.63 0.229
H 3.40 0.34 0.53 0.259
H -1.38 -2.01 -1.82 0.244
C -0.50 1.37 3.12 0.054
C -0.45 0.15 3.88 -0.283
C -0.94 -1.02 3.27 -0.167
C -0.88 -2.22 3.95 -0.158
C -0.35 -2.27 5.23 -0.191
C 0.13 -1.12 5.84 -0.220
C 0.08 0.09 5.17 -0.141
H -1.35 -0.94 2.27 0.234
H -1.26 -3.12 3.48 0.207
H -0.31 -3.22 5.76 0.216
H 0.54 -1.17 6.84 0.220
H 0.44 1.00 5.63 0.226
C -3.62 5.06 -1.29 -0.607
C -2.10 4.89 -1.34 0.094
C -1.70 4.28 -2.69 -0.638
C -1.42 6.24 -1.15 -0.619
N -1.77 4.01 -0.21 -0.493
N -0.40 3.64 -0.10 -0.694
H -3.96 5.72 -2.09 0.206
H -3.91 5.48 -0.33 0.218
H -4.12 4.09 -1.41 0.216
H -2.03 4.93 -3.51 0.213
H -2.17 3.30 -2.82 0.227
H -0.62 4.17 -2.79 0.193
H -1.77 6.95 -1.90 0.211
H -0.33 6.16 -1.25 0.200
H -1.65 6.64 -0.16 0.218
H -2.28 3.14 -0.29 0.398
H 0.11 4.38 0.36 0.367
H 0.04 3.44 -0.99 0.356
```

Results
- HOMO (eV) = -8.066
- HOMO-LUMO gap (eV) = 7.47
- relative energy (zero: lowest compared OMol25 entry of this formula, charge and spin) (kcal/mol) = 0.00

A cluster of 11 separate species, C22H66O11S11 in total, computed with the ωB97M-V functional and the def2-TZVPD basis.

```
110
Properties=species:S:1:pos:R:3:mulliken_charge:R:1
C 7.61 0.60 2.13 -0.493
S 6.78 2.08 1.66 0.486
O 7.81 3.08 1.36 -0.643
C 6.20 1.46 0.08 -0.608
H 6.87 -0.18 2.34 -0.025
H 8.14 0.77 3.06 0.375
H 8.23 0.17 1.33 0.224
H 7.03 1.14 -0.54 0.241
H 5.65 2.28 -0.38 0.363
H 5.51 0.62 0.20 0.072
C -4.23 -2.53 2.34 -0.300
S -3.62 -3.93 3.27 0.404
O -3.31 -5.03 2.31 -0.624
C -2.03 -3.22 3.69 -0.701
H -3.74 -2.54 1.36 -0.233
H -4.06 -1.58 2.83 0.229
H -5.29 -2.67 2.15 0.465
H -2.09 -2.19 4.04 0.251
H -1.32 -3.22 2.86 0.136
H -1.62 -3.81 4.52 0.401
C 5.89 -4.41 0.05 -0.923
S 6.16 -2.78 -0.65 0.414
O 5.30 -1.82 0.06 -0.306
C 7.82 -2.50 -0.15 -0.913
H 5.89 -4.34 1.13 0.228
H 6.60 -5.12 -0.36 0.421
H 4.91 -4.72 -0.30 0.296
H 8.48 -3.27 -0.54 0.442
H 7.87 -2.39 0.94 0.199
H 8.19 -1.56 -0.57 0.300
C 2.93 -2.31 -1.94 -1.100
S 1.64 -2.38 -3.20 0.821
O 1.26 -0.95 -3.37 -0.639
C 2.80 -2.71 -4.53 -1.112
H 2.41 -1.94 -1.05 0.217
H 3.72 -1.65 -2.27 0.375
H 3.32 -3.30 -1.71 0.373
H 3.49 -3.50 -4.22 0.356
H 3.38 -1.81 -4.74 0.315
H 2.27 -3.00 -5.43 0.341
C 0.82 0.42 1.06 -0.687
S -0.77 -0.11 1.68 0.478
O -1.07 -1.43 1.06 -0.475
C -1.82 1.05 0.83 0.559
H 0.77 0.38 -0.03 0.201
H 1.55 -0.31 1.42 0.043
H 1.04 1.44 1.39 0.426
H -2.82 0.91 1.23 -0.381
H -1.76 0.85 -0.25 -0.100
H -1.50 2.08 0.99 -0.010
C -4.84 5.05 -2.90 -0.596
S -3.72 5.82 -1.73 0.296
O -4.28 5.65 -0.37 -0.492
C -2.46 4.58 -1.87 -0.467
H -5.74 5.67 -2.97 0.409
H -5.16 4.14 -2.40 -0.039
H -4.45 4.86 -3.90 0.352
H -1.97 4.59 -2.85 0.457
H -2.88 3.58 -1.72 -0.248
H -1.72 4.83 -1.12 0.353
C -4.06 5.46 3.65 -0.717
S -2.35 4.96 3.90 0.422
O -2.38 3.74 4.73 -0.597
C -2.11 4.49 2.18 -0.660
H -4.38 6.10 4.46 0.398
H -4.67 4.56 3.64 0.143
H -4.16 5.99 2.70 0.245
H -2.89 3.77 1.91 0.010
H -1.10 4.15 1.99 0.405
H -2.34 5.39 1.61 0.325
C -2.00 -2.95 -4.21 -0.720
S -3.16 -2.86 -2.86 0.491
O -3.48 -4.24 -2.47 -0.653
C -2.18 -2.24 -1.51 0.088
H -2.52 -3.48 -5.01 0.396
H -1.08 -3.46 -3.96 0.257
H -1.80 -1.93 -4.57 0.057
H -2.91 -2.28 -0.71 -0.624
H -1.79 -1.24 -1.70 0.142
H -1.36 -2.90 -1.23 0.445
C 5.61 -3.24 4.89 -0.899
S 4.80 -1.67 4.60 0.374
O 5.85 -0.66 4.44 -0.549
C 4.13 -1.95 2.97 -0.480
H 6.47 -3.34 4.23 0.233
H 4.89 -4.05 4.77 0.351
H 5.91 -3.18 5.93 0.358
H 3.76 -0.99 2.61 0.115
H 3.34 -2.69 2.87 0.567
H 4.94 -2.32 2.35 -0.162
C -2.09 1.24 -4.17 -0.988
S -3.54 0.73 -3.28 0.819
O -4.25 1.96 -2.90 -0.563
C -4.49 -0.01 -4.59 -1.255
H -1.53 1.79 -3.41 0.192
H -2.34 1.96 -4.95 0.416
H -1.47 0.42 -4.51 0.304
H -3.93 -0.84 -5.00 0.338
H -4.65 0.73 -5.38 0.403
H -5.44 -0.35 -4.18 0.348
C -5.60 2.95 0.61 -0.490
S -5.61 1.38 1.49 0.235
O -4.35 1.34 2.27 -0.537
C -5.29 0.40 0.03 -0.307
H -6.37 2.92 -0.17 0.473
H -4.63 3.10 0.14 -0.202
H -5.93 3.71 1.31 0.412
H -5.09 -0.64 0.25 0.205
H -4.40 0.89 -0.37 -0.285
H -6.08 0.54 -0.70 0.516
```

Results
- HOMO (eV) = -8.387
- HOMO-LUMO gap (eV) = 8.26
- relative energy (zero: lowest compared OMol25 entry of this formula, charge and spin) (kcal/mol) = 26.29

A cluster of 2 separate species, C10H19F4IO4P in total, computed with the ωB97M-V functional and the def2-TZVPD basis.

```
39
Properties=species:S:1:pos:R:3:nbo_charge:R:1
C 3.13 2.55 0.95 -0.619
C 2.64 1.49 -0.18 -0.205
C 1.85 2.34 -1.27 -0.633
C 1.72 0.43 0.60 -0.409
C 1.01 -0.61 -0.38 -0.247
C 1.29 -2.09 0.17 -0.612
C -0.54 -0.37 -0.61 -0.081
O -1.25 0.08 0.57 -0.835
P -2.97 0.00 0.29 0.995
I -5.43 -0.35 -0.12 -0.331
C -3.25 1.79 0.89 0.399
F -3.98 1.88 2.07 -0.320
F -2.00 2.38 1.13 -0.315
C -3.97 2.68 -0.24 0.504
F -5.29 3.01 0.10 -0.326
F -3.29 3.92 -0.27 -0.345
H 4.04 3.13 0.62 0.206
H 2.22 3.21 1.15 0.201
H 3.30 1.94 1.89 0.207
H 3.57 1.01 -0.62 0.201
H 2.46 2.30 -2.23 0.209
H 0.79 2.00 -1.46 0.209
H 1.83 3.43 -0.96 0.204
H 2.44 -0.18 1.24 0.211
H 1.03 0.96 1.32 0.220
H 1.55 -0.53 -1.38 0.210
H 0.52 -2.84 -0.18 0.256
H 1.36 -2.04 1.30 0.191
H 2.30 -2.40 -0.23 0.238
H -0.99 -1.38 -0.90 0.188
H -0.71 0.41 -1.43 0.160
H -3.07 -1.04 1.27 0.059
H -2.79 -0.21 -1.11 0.034
H -3.89 2.24 -1.27 0.170
C 1.18 -5.71 -0.39 0.935
O 1.52 -6.92 -0.21 -0.838
O 0.03 -5.40 0.29 -0.776
O 1.72 -4.81 -1.07 -0.794
H -0.05 -6.30 0.66 0.482
```

Results
- HOMO (eV) = -4.470
- HOMO-LUMO gap (eV) = 6.39
- relative energy (zero: lowest compared OMol25 entry of this formula, charge and spin) (kcal/mol) = 48.59
- net charge = -1

A cluster of 3 separate species, C2H10NO3 in total, computed with the ωB97M-V functional and the def2-TZVPD basis.

```
16
Properties=species:S:1:pos:R:3:nbo_charge:R:1
C 1.84 -0.20 0.28 -0.467
N 0.74 -1.01 0.97 -0.673
C -0.38 -0.19 1.36 0.089
O -0.88 0.67 0.38 -0.982
H 1.42 -0.03 -0.82 0.220
H 2.85 -0.68 0.37 0.174
H 1.67 0.75 0.69 0.199
H 0.37 -1.64 0.29 0.352
H -0.04 0.52 2.12 0.119
H -1.12 -0.95 1.57 0.130
H -0.55 2.31 -2.00 0.440
H -0.22 1.38 -0.84 0.508
O 0.09 1.67 -1.73 -1.014
H -1.55 -0.26 -0.55 0.488
H -2.60 -1.27 -0.98 0.427
O -1.64 -1.06 -1.09 -1.010
```

Results
- HOMO (eV) = -3.712
- HOMO-LUMO gap (eV) = 8.02
- relative energy (zero: lowest compared OMol25 entry of this formula, charge and spin) (kcal/mol) = 27.97
- net charge = -1

An isolated molecule of C9H4, computed with the ωB97M-V functional and the def2-TZVPD basis.

```
13
Properties=species:S:1:pos:R:3:nbo_charge:R:1
C 1.61 1.17 -0.57 -0.195
C 0.77 -0.78 1.67 -0.190
C 1.70 -0.21 -0.63 -0.035
C 0.59 1.45 0.40 0.004
C 1.19 -1.17 0.43 -0.064
C 0.29 0.54 1.50 -0.044
C -1.29 -0.11 -0.44 -0.466
C 0.70 -1.17 -0.91 0.025
C -0.68 0.75 0.42 0.020
H 2.04 1.82 -1.22 0.238
H 0.84 -1.29 2.67 0.260
H -1.62 0.13 -1.43 0.234
H -1.81 -0.86 -0.03 0.212
```

Results
- HOMO (eV) = -8.300
- HOMO-LUMO gap (eV) = 7.65
- relative energy (zero: lowest compared OMol25 entry of this formula, charge and spin) (kcal/mol) = 29.60